Entry 1:
2 unconnected molecules or ions with the total composition C5H8NO3. Source: the Open Molecules 2025 dataset; level of theory: wB97M-V/def2-TZVPD.

Geometry as ORCA input:
```
! wB97M-V def2-TZVPD RIJCOSX def2/J DEFGRID3
* xyz 0 2
N 2.54415 -0.10078 2.42623
O 3.19995 -1.14817 2.15271
O 1.33171 0.02295 2.04057
O 3.09600 0.82145 3.09580
C 0.06266 -0.37194 -2.26336
C -0.51267 0.08783 -0.92828
C 0.16039 1.04274 -0.21673
C -1.74179 -0.49451 -0.45279
C -2.33302 -0.11772 0.68768
H -0.51442 -1.21876 -2.67584
H 0.10234 0.42655 -3.02067
H 1.11113 -0.67055 -2.12498
H -0.20711 1.45407 0.71158
H 1.01371 1.51629 -0.68796
H -2.15356 -1.30082 -1.07939
H -3.23545 -0.61357 1.01116
H -1.92402 0.66493 1.32425
*
```

frontier orbital gap (alpha / beta): 7.856 / 3.817 eV
lowest unoccupied orbital energy (alpha / beta): -0.70 / -4.64 eV
energy above the lowest of the compared OMol25 structures with the same formula, charge and spin: 46.0 kcal per mole
<S²>: 0.7581

=====

Entry 2:
A molecular structure, C5H8NO3Zn. Source: the Open Molecules 2025 dataset; level of theory: wB97M-V/def2-TZVPD.

Geometry as ORCA input:
```
! wB97M-V def2-TZVPD RIJCOSX def2/J DEFGRID3
* xyz 1 1
O 0.14297 -1.99220 2.65952
C 0.07874 -1.99324 1.47195
O 0.44189 -2.99440 0.66493
C -0.67435 -0.89185 0.66738
N -0.47157 0.41069 1.16777
C 0.57630 1.13291 0.46348
C 0.05217 1.55289 -0.92079
C 0.90476 1.17022 -2.12567
O 0.78214 2.46939 -1.60279
H -1.76725 -1.22520 0.77961
H -0.45457 -1.01129 -0.40479
H -1.31231 0.96229 1.22680
H 1.43193 0.51445 0.25271
H 0.82060 2.05042 0.97523
H -1.01032 1.53623 -1.04894
H 0.11940 0.82888 -2.77416
H 1.75421 0.61399 -1.79339
Zn -1.41474 -3.13417 0.34117
*
```

frontier orbital gap: 4.440 eV
lowest unoccupied orbital energy: -8.73 eV

=====

Entry 3:
2 unconnected molecules or ions with the total composition C5H8NO6. Source: the Open Molecules 2025 dataset; level of theory: wB97M-V/def2-TZVPD.

Geometry as ORCA input:
```
! wB97M-V def2-TZVPD RIJCOSX def2/J DEFGRID3
* xyz 0 2
C 1.32203 0.10287 1.48283
C -0.11245 0.12038 1.13182
C -0.70042 1.35412 0.50600
O -1.04915 2.32774 1.42335
N -2.35426 3.14739 0.85563
O -2.87304 3.78759 1.71673
O -2.61134 3.01678 -0.31331
C 0.85225 -1.93054 -2.76080
C 1.07779 -2.87327 -1.63821
O 0.64478 -2.70881 -0.50364
O 1.77826 -1.26656 -3.21998
O -0.85697 -0.96735 1.15213
H 1.91372 0.59424 0.69057
H 1.41925 0.71235 2.40828
H 1.80125 -0.88722 1.58751
H 0.09933 1.67158 -0.18940
H -1.56991 0.98596 -0.04942
H -0.20943 -1.81265 -3.01136
H 1.73767 -3.70689 -1.95845
H -0.30937 -1.66771 0.68974
*
```

frontier orbital gap (alpha / beta): 5.527 / 9.297 eV
lowest unoccupied orbital energy (alpha / beta): -1.21 / -1.21 eV
energy above the lowest of the compared OMol25 structures with the same formula, charge and spin: 0.0 kcal per mole
<S²>: 0.7534

=====

Entry 4:
C5H8NO7 in the gas phase. Source: the Open Molecules 2025 dataset; level of theory: wB97M-V/def2-TZVPD.

Geometry as ORCA input:
```
! wB97M-V def2-TZVPD RIJCOSX def2/J DEFGRID3
* xyz 0 2
H 1.57962 1.45828 -2.72247
C 0.60357 1.35429 -2.14197
O -0.51991 1.72971 -2.32076
C 1.04377 0.37326 -1.13410
C 0.13455 -0.23064 -0.14562
C 1.20311 -0.55092 0.91688
C -1.05586 0.56982 0.48176
O -2.05465 -0.26275 0.94826
N -1.76032 -0.50456 2.52261
O -2.55237 -1.25612 3.02194
O -0.82277 0.11073 3.00107
O -0.31989 -1.43440 -0.71160
O 1.41521 -0.66191 -1.99920
O 2.33675 0.08578 -2.91082
H 1.95094 0.87514 -0.77303
H 1.41525 0.41140 1.41322
H 0.88472 -1.33280 1.62238
H 2.10645 -0.88705 0.36984
H -0.70645 1.30460 1.22707
H -1.56339 1.07508 -0.33239
H -0.94603 -1.71827 -0.02882
*
```

frontier orbital gap (alpha / beta): 9.153 / 8.106 eV
lowest unoccupied orbital energy (alpha / beta): -0.60 / -2.12 eV
energy above the lowest of the compared OMol25 structures with the same formula, charge and spin: 43.9 kcal per mole
<S²>: 0.7580

=====

Entry 5:
C5H8O in the gas phase. Source: the Open Molecules 2025 dataset; level of theory: wB97M-V/def2-TZVPD.

Geometry as ORCA input:
```
! wB97M-V def2-TZVPD RIJCOSX def2/J DEFGRID3
* xyz 0 1
C 1.60992 -0.27843 0.49124
C 0.66374 0.52405 -0.37768
C -0.72002 0.13255 -0.91371
C -1.37252 -0.81212 0.03416
O -1.12128 0.10258 1.13100
C -0.58414 1.08696 0.21527
H 1.05014 -0.89032 1.20214
H 2.26728 0.36336 1.09880
H 2.25622 -0.91332 -0.11657
H 1.04644 0.86580 -1.32763
H -1.00187 0.41178 -1.92391
H -0.84602 -1.76991 0.13883
H -2.43811 -0.97260 -0.14702
H -0.90659 2.11172 0.37454
*
```

frontier orbital gap: 10.394 eV
lowest unoccupied orbital energy: 1.10 eV
energy above the lowest of the compared OMol25 structures with the same formula, charge and spin: 65.8 kcal per mole

=====

Entry 6:
2 unconnected molecules or ions with the total composition C5H8O. Source: the Open Molecules 2025 dataset; level of theory: wB97M-V/def2-TZVPD.

Geometry as ORCA input:
```
! wB97M-V def2-TZVPD RIJCOSX def2/J DEFGRID3
* xyz 0 1
C 2.19068 0.34600 -0.71610
O 1.98807 0.44585 -1.89890
C -0.96460 -0.29846 -2.14383
C -0.88684 -0.38386 -0.83918
C -0.55430 -0.36384 0.42747
C -1.23903 -0.84391 1.67708
H 2.44140 -0.62349 -0.24430
H 2.17293 1.21968 -0.02866
H 0.41910 0.09320 0.62036
H -1.36427 0.58633 -2.63817
H -0.55617 -1.07096 -2.79439
H -1.25309 -0.04990 2.43299
H -2.26343 -1.18925 1.51128
H -0.66440 -1.66035 2.13293
*
```

frontier orbital gap: 10.320 eV
lowest unoccupied orbital energy: 0.83 eV
energy above the lowest of the compared OMol25 structures with the same formula, charge and spin: 69.1 kcal per mole

=====

no.,E (eV)
1,-12939.4785
2,-61351.9418
3,-19081.6937
4,-21125.9439
5,-7359.4026
6,-7359.2576